# 1
ORCA calculation (wB97M-V/def2-TZVPD) on C4H8ClF2N in the gas phase in a non-equilibrium geometry.

Each line ends with the Mulliken charge.
Atoms and positions in Å:
C  -2.0180  -1.2057  0.1138  -1.17
C  -1.0215  -0.0440  -0.0157  -0.46
C  0.4483  -0.4699  0.0674  0.67
F  0.5371  -1.6096  -0.7159  -0.33
F  0.8308  -0.8843  1.3116  -0.32
C  1.5076  0.5493  -0.4026  -0.13
N  1.2064  1.8461  -0.0312  -0.51
Cl  3.1388  0.1257  0.0719  -0.20
H  -1.7384  -1.8540  0.8712  0.37
H  -3.0087  -0.7736  0.3865  0.36
H  -2.1841  -1.8078  -0.8853  0.26
H  -1.1284  0.6555  -0.7937  0.43
H  -1.0570  0.4524  0.9729  0.25
H  1.4080  0.4411  -1.5193  0.32
H  1.8527  2.5555  -0.3591  0.25
H  1.2264  2.0231  0.9275  0.22

Results
E_HOMO (eV): -10.2
Structure (SMILES): CCC(F)(F)[C@@H](N)Cl
Electronic energy (Eh): -871.88596
Strongest force on any atom (eV Å⁻¹): 4.00
Orbital gap (eV): 11.03

# 2
ORCA calculation (wB97M-V/def2-TZVPD) on a molecular structure, C34H45BrClN3O2STeY in a non-equilibrium geometry.

Each line ends with the Mulliken charge.
Atoms and positions in Å:
Y  0.3402  -1.4132  0.3649  1.12
C  -1.1345  -7.6770  -3.9931  -2.10
C  0.2542  -7.6100  -3.3547  1.87
C  1.3065  -7.7756  -4.4615  -1.60
C  0.3744  -8.7554  -2.3377  -1.59
C  0.4929  -6.2812  -2.6447  -0.22
C  -0.4618  -5.2727  -2.6046  -0.35
C  -0.1253  -4.0993  -1.9748  -0.20
Br  -1.3993  -2.6506  -1.8430  -0.28
C  1.1010  -3.8194  -1.3677  1.27
O  1.3088  -2.5821  -0.9012  -0.74
C  2.0387  -4.8704  -1.3253  -0.58
C  1.7008  -6.0445  -1.9923  0.02
C  3.4073  -4.8165  -0.6255  1.91
C  3.5198  -6.0192  0.3261  -1.69
C  3.6868  -3.5566  0.2050  -1.77
C  4.5020  -4.9059  -1.7026  -1.66
H  -1.2622  -8.6435  -4.4802  0.42
H  -1.2617  -6.9020  -4.7514  0.41
H  -1.9221  -7.5780  -3.2433  0.40
H  1.1389  -8.7111  -4.9977  0.47
H  2.3200  -7.7954  -4.0592  0.31
H  1.2403  -6.9540  -5.1767  0.37
H  0.1916  -9.7127  -2.8283  0.46
H  -0.3620  -8.6332  -1.5412  0.37
H  1.3651  -8.7953  -1.8842  0.31
H  -1.4430  -5.3871  -3.0413  0.62
H  2.4324  -6.8416  -2.0012  0.30
H  2.7173  -6.0079  1.0670  0.37
H  4.4732  -5.9802  0.8551  0.46
H  3.4725  -6.9693  -0.2052  0.35
H  2.9489  -3.4257  1.0044  0.16
H  3.7138  -2.6609  -0.4105  0.34
H  4.6620  -3.6692  0.6804  0.51
H  4.4310  -5.8341  -2.2691  0.32
H  5.4889  -4.8633  -1.2384  0.47
H  4.4134  -4.0731  -2.4022  0.37
Te  2.0684  0.7604  -0.3221  -0.07
C  2.5464  1.6508  1.5373  -0.03
C  1.7373  2.1975  2.4926  0.26
C  2.4607  2.8104  3.5495  -0.76
C  3.8059  2.7274  3.3725  -0.53
S  4.2049  1.9014  1.9255  -0.15
H  0.6562  2.1765  2.4432  0.25
H  1.9999  3.2952  4.3984  0.35
H  4.5877  3.1177  4.0046  0.41
C  -0.5318  4.6060  0.6176  -1.12
C  -1.6218  4.8329  -0.4375  2.31
C  -1.3318  3.8792  -1.6149  -1.62
C  -1.4696  6.2758  -0.9521  -1.85
C  -3.0824  4.6196  0.1330  1.50
O  -4.0011  4.4362  -0.9436  -0.65
C  -3.6598  5.8038  0.9922  -1.49
C  -3.6854  5.7953  2.5403  -1.45
C  -2.3509  5.8786  3.2336  -0.10
C  -1.5628  7.0201  3.1039  0.20
C  -0.3092  7.0970  3.6875  -0.99
C  0.1678  6.0221  4.4233  0.37
Cl  1.7430  6.0917  5.1338  -0.19
C  -0.6180  4.8981  4.6100  -0.87
C  -1.8720  4.8372  4.0216  0.14
C  -3.2464  3.3486  0.9827  -2.22
N  -2.7270  2.1093  0.4321  1.06
C  -1.7886  1.3434  0.9736  -0.30
N  -1.6044  0.2608  0.2284  -0.16
C  -2.5262  0.4209  -0.7734  -0.50
N  -3.2144  1.5251  -0.6724  -0.94
H  0.4266  4.9262  0.2051  0.66
H  -0.4294  3.5521  0.8845  -0.07
H  -0.7146  5.1850  1.5183  -0.24
H  -0.4930  4.2688  -2.1925  0.48
H  -2.1837  3.7689  -2.2806  0.40
H  -1.0434  2.8851  -1.2718  0.05
H  -0.5600  6.3530  -1.5466  0.49
H  -1.3749  6.9822  -0.1271  0.42
H  -2.3034  6.5845  -1.5883  0.36
H  -3.9597  5.2013  -1.5281  0.58
H  -4.7066  5.8524  0.6889  0.39
H  -3.2009  6.7357  0.6706  0.46
H  -4.2453  4.9390  2.9180  0.36
H  -4.2650  6.6801  2.8138  0.54
H  -1.9339  7.8618  2.5299  0.49
H  0.2935  7.9884  3.5785  0.45
H  -0.2538  4.0807  5.2183  0.54
H  -2.4924  3.9643  4.1978  0.51
H  -4.3206  3.2144  1.1224  0.59
H  -2.7535  3.4922  1.9368  0.46
H  -1.2516  1.5979  1.8728  0.63
H  -2.6799  -0.2658  -1.5861  0.41

Results
E_HOMO (eV): -10.2
Electronic energy (Eh): -5375.92414
Strongest force on any atom (eV Å⁻¹): 1.34
Orbital gap (eV): 6.03
Charge: +1

# 3
ORCA calculation (wB97M-V/def2-TZVPD) on 2 unconnected molecules or ions with the total composition C7H14 in a non-equilibrium geometry.

Each line ends with the Mulliken charge.
Atoms and positions in Å:
C  -2.0511  0.1120  0.0815  -0.99
C  -0.6730  -0.3922  0.5759  -0.57
C  0.3627  -0.4722  -0.5474  -0.49
C  1.7520  -0.9442  -0.0077  -0.43
C  2.9021  -0.9769  -1.0219  -1.05
H  -1.9816  1.0843  -0.3668  0.10
H  -2.5942  -0.5460  -0.6446  0.44
H  -2.7190  0.1026  0.9955  0.33
H  -0.7644  -1.3725  1.0549  0.34
H  -0.4665  0.2982  1.3881  0.37
H  -0.0072  -1.1365  -1.3237  0.34
H  0.4768  0.5017  -1.0289  0.25
H  1.6576  -1.9368  0.4896  0.32
H  2.0531  -0.2495  0.7766  0.29
H  3.3467  0.0774  -1.2258  0.26
H  3.7933  -1.6071  -0.5755  0.29
H  2.5774  -1.5124  -1.9515  0.29
C  -1.8861  1.9158  1.3196  -0.86
C  -1.8361  2.4576  0.2829  -0.13
H  -2.2336  1.7852  2.3826  0.38
H  -1.7087  2.8115  -0.6534  0.51

Results
E_HOMO (eV): -8.5
Structure (SMILES): CCCCC.C#C
Electronic energy (Eh): -274.89361
Strongest force on any atom (eV Å⁻¹): 7.90
Orbital gap (eV): 9.66

# 4
ORCA calculation (wB97M-V/def2-TZVPD) on C7H10N2 in the gas phase in a non-equilibrium geometry.

Each line ends with the Mulliken charge.
Atoms and positions in Å:
C  -3.2775  -0.0954  1.0839  -0.76
C  -2.7351  0.1425  -0.1280  -0.15
C  -1.2819  0.3163  -0.1451  0.20
N  -0.5901  1.0079  -0.9068  -0.52
C  0.8297  0.9887  -0.8519  -0.81
C  1.7066  -0.0695  -0.2197  0.46
C  2.0020  0.1061  1.2420  -1.22
C  2.0618  -1.0314  -1.0675  0.33
N  2.3721  -1.8637  -1.8965  -0.61
H  -4.3353  -0.1676  1.1535  0.30
H  -2.7408  0.1696  1.9606  0.29
H  -3.2284  0.2536  -1.0612  0.39
H  -0.7793  -0.2973  0.7070  0.16
H  1.0520  2.1335  -0.6032  0.35
H  1.1292  0.8517  -1.8997  0.40
H  1.3560  -0.7277  1.7864  0.23
H  1.5959  1.1197  1.4423  0.32
H  3.0650  -0.1688  1.5783  0.36
H  1.7981  -2.6682  -2.1742  0.27

Results
E_HOMO (eV): -8.4
Structure (SMILES): C=C/C=N/CC(C)=C=N
Electronic energy (Eh): -382.09934
Strongest force on any atom (eV Å⁻¹): 3.37
Orbital gap (eV): 9.06

# 5
ORCA calculation (wB97M-V/def2-TZVPD) on a molecular structure, C4H6N in a non-equilibrium geometry.

Each line ends with the Mulliken charge.
Atoms and positions in Å:
C  0.7199  -0.7406  0.7938  0.56
C  1.5569  -1.1977  1.6532  -0.40
C  -0.6369  -0.9658  0.3920  -0.31
C  0.0309  1.2697  -0.5137  -0.90
N  0.2598  -0.1508  -0.3469  -0.20
H  -0.8791  -1.9838  0.1246  0.30
H  -1.3239  -0.4113  1.0086  0.29
H  0.8195  1.6500  -1.1528  0.34
H  -0.9567  1.3137  -0.8219  0.42
H  -0.0060  1.7604  0.4403  0.38
H  0.4157  -0.5437  -1.5773  0.52

Results
E_HOMO (eV): -16.0
Electronic energy (Eh): -210.22615
Strongest force on any atom (eV Å⁻¹): 7.50
Orbital gap (eV): 9.76
Charge: +1

# 6
ORCA calculation (wB97M-V/def2-TZVPD) on 2 unconnected molecules or ions with the total composition C10H16O in a non-equilibrium geometry.

Each line ends with the Mulliken charge.
Atoms and positions in Å:
O  -1.8703  1.7448  1.5777  -0.56
C  -0.9852  0.8337  1.0589  0.73
C  -0.4212  1.1302  -0.1823  -0.46
C  0.4840  0.2422  -0.7582  -0.32
C  0.8315  -0.9414  -0.1047  -0.55
C  0.2642  -1.2314  1.1350  -0.45
C  -0.6433  -0.3474  1.7190  -0.42
H  -2.1871  1.4085  2.4510  0.31
H  -0.7041  2.0649  -0.6842  0.39
H  0.9245  0.4812  -1.7351  0.35
H  1.5455  -1.6383  -0.5629  0.35
H  0.5280  -2.1586  1.6607  0.34
H  -1.0892  -0.5774  2.6956  0.27
C  3.3954  3.0938  0.8274  -1.23
C  2.8459  2.5448  2.1436  -0.13
C  1.8483  3.4946  2.8026  -0.33
C  1.2987  2.9456  4.1189  -1.14
H  4.1121  2.3877  0.3751  0.34
H  3.9104  4.0532  1.0036  0.35
H  2.5708  3.2629  0.1146  0.27
H  2.3458  1.5748  1.9583  0.11
H  3.6826  2.3634  2.8453  0.32
H  2.3484  4.4646  2.9880  0.33
H  1.0116  3.6759  2.1009  0.25
H  2.1234  2.7765  4.8316  0.34
H  0.7838  1.9862  3.9426  0.21
H  0.5821  3.6517  4.5711  0.34

Results
E_HOMO (eV): -8.7
Structure (SMILES): Oc1ccccc1.CCCC
Electronic energy (Eh): -465.87324
Strongest force on any atom (eV Å⁻¹): 1.21
Orbital gap (eV): 9.54

# 7
ORCA calculation (wB97M-V/def2-TZVPD) on a molecular structure, C39H48Cl6NPPdSi4Te in a non-equilibrium geometry.

Each line ends with the Mulliken charge.
Atoms and positions in Å:
Pd  -0.3098  1.2275  -0.4165  0.53
Cl  2.0404  1.4758  -0.5935  0.14
C  2.5555  3.0832  -0.8499  0.38
C  3.8822  3.3183  -1.1611  -0.67
C  4.3172  4.6192  -1.3403  -0.62
C  3.4186  5.6687  -1.2132  -0.79
C  2.0926  5.4284  -0.9168  -0.27
C  1.6269  4.1237  -0.7366  -0.74
P  -0.1208  3.7018  -0.4371  0.30
C  -0.8720  5.3199  -0.8286  0.35
C  -1.3947  6.2096  0.1014  -0.07
C  -1.8687  7.4391  -0.3197  -0.74
C  -1.8344  7.7840  -1.6608  -0.49
C  -1.3453  6.8847  -2.5963  -0.78
C  -0.8803  5.6531  -2.1834  -0.09
C  -0.2034  3.6877  1.3912  1.47
C  0.8921  3.9081  2.2170  -0.74
C  0.7388  3.8549  3.5923  -0.90
C  -0.4967  3.5729  4.1506  -0.42
C  -1.5932  3.3457  3.3316  -0.93
C  -1.4450  3.3960  1.9583  -0.92
H  4.5689  2.4925  -1.2545  0.55
H  5.3541  4.8102  -1.5670  0.40
H  3.7640  6.6805  -1.3484  0.43
H  1.4038  6.2540  -0.8162  0.49
H  -1.4075  5.9494  1.1503  0.39
H  -2.2553  8.1397  0.4060  0.43
H  -2.1968  8.7513  -1.9762  0.40
H  -1.3266  7.1508  -3.6431  0.43
H  -0.4939  4.9404  -2.9022  0.34
H  1.8622  4.1240  1.7894  0.39
H  1.5894  4.0430  4.2316  0.35
H  -0.6081  3.5317  5.2248  0.39
H  -2.5570  3.1266  3.7699  0.44
H  -2.2952  3.2256  1.3065  0.86
Cl  -2.7389  0.1581  1.9479  -0.22
C  -3.3307  0.8260  0.4772  0.99
C  -2.3969  1.2156  -0.4671  -2.18
C  -2.8972  1.6625  -1.6845  1.76
Cl  -1.7268  2.0147  -2.8970  -0.15
C  -4.2542  1.7927  -1.9391  -0.05
Cl  -4.8171  2.3764  -3.4572  -0.20
C  -5.1601  1.4599  -0.9320  0.46
Cl  -6.8507  1.6683  -1.1847  -0.20
C  -4.6989  0.9605  0.2829  0.26
Cl  -5.8103  0.5456  1.5338  -0.20
N  0.4202  0.3485  2.0057  0.05
C  1.7249  0.0988  2.4269  0.22
C  2.2379  0.6472  3.6001  -0.35
C  3.5389  0.3772  3.9822  -0.77
C  4.3427  -0.4447  3.2094  -0.88
C  3.8465  -0.9737  2.0287  -0.88
C  2.5512  -0.7046  1.6398  0.11
H  -0.1450  0.8362  2.6931  0.07
H  -0.0546  -0.4805  1.6410  -0.03
H  1.6079  1.2799  4.2101  0.51
H  3.9252  0.7977  4.9001  0.40
H  5.3485  -0.6761  3.5251  0.40
H  4.4654  -1.6129  1.4149  0.48
H  2.1511  -1.1262  0.7249  0.29
C  3.3361  -3.6367  -1.1267  -0.98
Si  1.7859  -4.2446  -2.0709  0.31
C  1.8263  -3.4871  -3.8226  -1.00
C  1.8724  -6.1467  -2.2233  -1.03
Si  -0.1757  -3.5590  -0.8772  -0.18
Te  -0.3346  -1.0986  -1.4740  -0.53
Si  -2.1573  -4.3345  -1.9620  0.56
C  -2.1498  -3.8508  -3.8085  -1.06
C  -2.3494  -6.2340  -1.8343  -1.16
C  -3.6326  -3.4692  -1.1114  -0.74
Si  -0.0892  -4.2339  1.4225  0.70
C  -1.6552  -3.7809  2.4246  -0.94
C  0.0974  -6.1381  1.3789  -1.18
C  1.4029  -3.5991  2.4426  -0.67
H  4.2582  -3.9281  -1.6216  0.55
H  3.3677  -4.0384  -0.1189  0.26
H  3.3354  -2.5536  -1.0509  0.10
H  2.7346  -3.7369  -4.3625  0.39
H  1.7598  -2.4053  -3.7644  0.25
H  0.9860  -3.8289  -4.4165  0.24
H  2.7940  -6.4651  -2.7010  0.38
H  1.0490  -6.5303  -2.8159  0.27
H  1.8276  -6.6251  -1.2514  0.27
H  -1.3816  -4.3819  -4.3605  0.26
H  -1.9546  -2.7885  -3.9162  0.29
H  -3.1015  -4.0631  -4.2861  0.39
H  -1.4098  -6.7472  -2.0088  0.31
H  -3.0609  -6.6044  -2.5659  0.39
H  -2.7065  -6.5291  -0.8538  0.33
H  -3.5980  -2.3971  -1.2845  0.05
H  -3.6117  -3.6210  -0.0372  0.18
H  -4.5901  -3.8294  -1.4744  0.44
H  -2.5483  -4.2025  1.9761  0.30
H  -1.7980  -2.7066  2.4880  0.08
H  -1.5961  -4.1569  3.4422  0.40
H  -0.6428  -6.6119  0.7436  0.27
H  -0.0003  -6.5702  2.3702  0.41
H  1.0765  -6.4158  1.0020  0.27
H  1.2729  -2.5813  2.7929  0.10
H  2.3164  -3.6213  1.8586  0.04
H  1.5687  -4.2157  3.3210  0.50

Results
E_HOMO (eV): -6.9
Electronic energy (Eh): -6226.17683
Strongest force on any atom (eV Å⁻¹): 2.18
Orbital gap (eV): 5.97

# 8
ORCA calculation (wB97M-V/def2-TZVPD) on C7H14N2O in the gas phase in a non-equilibrium geometry.

Each line ends with the Mulliken charge.
Atoms and positions in Å:
C  0.4824  1.6325  0.6049  -1.51
C  0.2885  0.4518  0.0101  0.43
N  1.2447  -0.3307  -0.5701  -0.18
C  2.7141  -0.0201  -0.9035  0.42
N  3.2965  0.6927  0.1041  -0.39
O  3.3882  -0.5889  -1.7369  -0.59
C  -1.0853  -0.2866  0.0699  1.91
C  -1.3987  -0.5677  1.5458  -1.64
C  -1.0989  -1.6169  -0.6928  -1.95
C  -2.1492  0.6347  -0.5383  -1.59
H  -0.2965  2.1016  1.1774  0.28
H  1.3314  2.2456  0.3583  0.52
H  1.2325  -0.5434  -1.6352  0.22
H  2.8112  0.8193  0.9773  0.23
H  4.2959  0.6119  0.1904  0.25
H  -0.6399  -1.2188  1.9760  0.40
H  -1.4248  0.3493  2.1266  0.34
H  -2.3622  -1.0681  1.6271  0.42
H  -0.9451  -1.4689  -1.7602  0.41
H  -0.3560  -2.3133  -0.3105  0.40
H  -2.0688  -2.0901  -0.5486  0.48
H  -1.9094  0.8692  -1.5738  0.39
H  -2.2313  1.5653  0.0161  0.33
H  -3.1192  0.1395  -0.5140  0.43

Results
E_HOMO (eV): -8.9
Structure (SMILES): C=C(NC(N)=O)C(C)(C)C
Electronic energy (Eh): -459.84680
Strongest force on any atom (eV Å⁻¹): 7.96
Orbital gap (eV): 9.60

# 9
ORCA calculation (wB97M-V/def2-TZVPD) on 2 unconnected molecules or ions with the total composition C3H10N3S in a non-equilibrium geometry.

Each line ends with the Mulliken charge.
Atoms and positions in Å:
C  -0.7536  0.6309  0.4723  -0.22
C  -1.5884  -0.6526  -1.4632  -0.88
C  2.2909  1.3441  0.9110  -0.67
N  -1.2180  -0.4824  -0.0828  0.42
N  1.4755  0.6623  -0.0611  -0.08
N  -0.9976  -1.6670  0.6109  -0.59
S  1.8017  -0.1008  -1.3667  0.00
H  -0.5917  1.6112  -0.0050  0.39
H  -0.4849  0.4943  1.5624  0.22
H  -2.6711  -0.9039  -1.6341  0.35
H  -1.5943  0.1902  -2.2596  0.29
H  -0.9937  -1.4957  -1.8286  0.39
H  3.3605  1.6178  0.5084  0.28
H  1.7072  2.1987  1.2564  0.29
H  2.6168  0.6735  1.6874  0.33
H  -0.9731  -1.5376  1.5483  0.19
H  -1.3863  -2.5830  0.1440  0.30

Results
E_HOMO (spin up / spin down) (eV): -12.3 / -12.3
Electronic energy (Eh): -682.34314
Strongest force on any atom (eV Å⁻¹): 5.75
Orbital gap (spin up / spin down) (eV): 7.03 / 7.03
Charge: +1

Energy relative to the best compared isomer or geometry (same formula, charge and spin)? In order: 5.5 19.5 139.7 95.9 144.3 15.4 12.0 20.1 123.8 kcal/mol.